(1)
{
  "formula": "C51H52As2BrN8S2SnTe",
  "method": "ωB97M-V/def2-TZVPD",
  "symbols": ["Sn", "C", "C", "As", "C", "C", "C", "C", "C", "C", "C", "C", "C", "C", "C", "C", "As", "C", "C", "C", "C", "C", "C", "C", "C", "C", "C", "C", "C", "H", "H", "H", "H", "H", "H", "H", "H", "H", "H", "H", "H", "H", "H", "H", "H", "H", "H", "H", "H", "H", "H", "H", "H", "Br", "C", "C", "C", "C", "C", "C", "C", "C", "C", "C", "H", "H", "H", "H", "H", "H", "N", "C", "N", "C", "N", "C", "N", "C", "N", "S", "H", "H", "H", "H", "H", "H", "C", "C", "N", "C", "N", "C", "C", "C", "N", "C", "H", "H", "H", "H", "H", "H", "H", "H", "H", "H", "H", "H", "H", "Te", "C", "C", "C", "C", "S", "H", "H", "H"],
  "coordinates": [[-1.1241, 0.1153, -0.1569], [2.9292, -2.1390, 2.3817], [3.6001, -2.1160, 0.9995], [2.5030, -1.4409, -0.5170], [4.0939, -1.3072, -1.6981], [4.5004, -0.0460, -2.1255], [5.6586, 0.1209, -2.8792], [6.4291, -0.9819, -3.2190], [6.0314, -2.2514, -2.8082], [4.8739, -2.4113, -2.0556], [1.8320, -3.1228, -1.2538], [1.5842, -4.2470, -0.4733], [1.0576, -5.4024, -1.0441], [0.7752, -5.4397, -2.4025], [1.0137, -4.3165, -3.1885], [1.5349, -3.1640, -2.6168], [1.8175, -0.5347, 2.7092], [3.1378, 0.4800, 3.7942], [4.5015, 0.4699, 3.4960], [5.3923, 1.3157, 4.1532], [4.9305, 2.1956, 5.1228], [3.5737, 2.2180, 5.4331], [2.6902, 1.3717, 4.7742], [0.7457, -1.1651, 4.2113], [1.2819, -1.8973, 5.2702], [0.4568, -2.3602, 6.2871], [-0.9085, -2.0905, 6.2546], [-1.4448, -1.3559, 5.2067], [-0.6186, -0.8957, 4.1885], [3.6816, -2.2365, 3.1640], [2.2385, -2.9748, 2.4752], [3.9996, -3.0983, 0.7434], [4.4447, -1.4266, 1.0008], [3.8840, 0.8157, -1.8912], [5.9504, 1.1108, -3.2100], [7.3318, -0.8565, -3.8047], [6.6228, -3.1187, -3.0779], [4.5668, -3.4077, -1.7564], [1.7745, -4.2218, 0.5929], [0.8556, -6.2634, -0.4188], [0.3650, -6.3384, -2.8467], [0.7797, -4.3321, -4.2459], [1.7091, -2.2894, -3.2349], [4.8843, -0.2089, 2.7420], [6.4472, 1.2862, 3.9043], [5.6205, 2.8520, 5.6389], [3.2051, 2.8949, 6.1948], [1.6361, 1.3944, 5.0314], [2.3454, -2.1078, 5.3059], [0.8758, -2.9436, 7.0980], [-1.5539, -2.4690, 7.0378], [-2.5088, -1.1595, 5.1612], [-1.0493, -0.3585, 3.3487], [-1.8712, -2.0523, -2.0506], [-2.1859, -0.8486, -3.4868], [-2.3333, -1.4059, -4.7200], [-2.5867, -0.5708, -5.8316], [-2.6868, 0.7762, -5.6579], [-2.5244, 1.3647, -4.3766], [-2.6156, 2.7739, -4.2202], [-2.4307, 3.3431, -2.9968], [-2.1361, 2.5298, -1.8738], [-2.0444, 1.1603, -1.9488], [-2.2537, 0.5567, -3.2349], [-2.2542, -2.4787, -4.8418], [-2.7063, -1.0130, -6.8134], [-2.8851, 1.4262, -6.5038], [-2.8351, 3.3806, -5.0932], [-2.5066, 4.4200, -2.8796], [-1.9725, 3.0255, -0.9166], [0.0482, -2.2976, 1.2250], [-0.5584, -3.1543, 1.7522], [-1.3045, -4.0311, 2.3358], [-0.9425, -5.2275, 2.7433], [-0.7102, -6.2961, 3.1450], [2.1524, 4.4952, -2.7338], [1.6493, 3.1392, -2.6728], [1.6677, 2.2656, -3.6950], [2.0689, 2.7871, -4.9013], [1.2571, 0.6600, -3.5196], [2.2801, 4.8596, -1.7160], [1.4633, 5.1767, -3.2444], [3.1185, 4.5332, -3.2386], [1.3826, 2.7640, -1.7706], [1.8452, 3.7493, -5.1028], [1.9263, 2.1463, -5.6646], [3.4296, 3.1588, 1.6980], [3.0843, 2.1343, 0.6259], [1.6481, 2.1839, 0.2735], [0.7228, 2.7972, 1.1295], [-0.4410, 2.2711, 1.2667], [-1.4000, 2.8988, 2.1803], [-0.6995, 3.7167, 3.2533], [0.2493, 4.6937, 2.5877], [1.1525, 3.9604, 1.7111], [2.5331, 4.3721, 1.5303], [4.4824, 3.4348, 1.6253], [3.2581, 2.7367, 2.6910], [3.3394, 1.1317, 0.9702], [3.6654, 2.3262, -0.2804], [1.2998, 1.2654, 0.0048], [-1.9898, 2.1028, 2.6388], [-2.1087, 3.5209, 1.6204], [-0.1157, 3.0427, 3.8877], [-1.4203, 4.2455, 3.8798], [0.8487, 5.2315, 3.3225], [-0.3218, 5.4335, 2.0170], [2.7577, 5.1423, 2.2663], [2.6835, 4.8133, 0.5359], [-3.5506, -0.3494, 1.3034], [-4.5830, 1.4818, 1.1993], [-4.8868, 2.3175, 2.2442], [-5.6525, 3.4588, 1.8529], [-5.9210, 3.4722, 0.5141], [-5.2442, 2.1053, -0.2569], [-4.5662, 2.1188, 3.2606], [-5.9842, 4.2300, 2.5374], [-6.4749, 4.2098, -0.0503]],
  "molar_mass_g_mol": 1317.23,
  "homo_ev": -4.22,
  "e_lumo_ev": 1.891,
  "de_lowest_kcal_mol": 6.8,
  "orbital_gap_ev": 6.1,
  "total_charge": -1
}

(2)
{
  "formula": "C51H52CoN4O3",
  "method": "ωB97M-V/def2-TZVPD",
  "symbols": ["Co", "C", "O", "C", "C", "C", "C", "C", "C", "N", "N", "C", "O", "C", "C", "C", "C", "C", "C", "C", "O", "H", "H", "H", "H", "H", "H", "H", "H", "H", "H", "H", "H", "C", "C", "C", "C", "C", "C", "C", "C", "C", "C", "C", "C", "N", "C", "C", "N", "C", "C", "C", "C", "C", "C", "C", "C", "C", "C", "C", "C", "C", "C", "C", "C", "C", "C", "C", "C", "C", "C", "H", "H", "H", "H", "H", "H", "H", "H", "H", "H", "H", "H", "H", "H", "H", "H", "H", "H", "H", "H", "H", "H", "H", "H", "H", "H", "H", "H", "H", "H", "H", "H", "H", "H", "H", "H", "H", "H", "H", "H"],
  "coordinates": [[-0.0292, 1.0640, 0.5492], [-1.1367, 2.8501, -4.6454], [-0.5017, 3.3932, -3.4817], [-1.3105, 3.8153, -2.4556], [-2.0624, 4.9602, -2.5929], [-2.5629, 5.6276, -1.4843], [-2.2959, 5.0983, -0.2313], [-1.4252, 3.9864, -0.0650], [-1.0667, 3.7271, 1.2543], [-0.4383, 2.6194, 1.6248], [-0.1223, 2.5312, 2.9335], [0.2763, 1.3127, 3.2914], [0.4888, 0.4173, 2.3477], [0.4978, 1.0769, 4.7373], [0.5965, -0.2089, 5.2752], [0.2989, -0.4327, 6.6226], [0.2856, 0.6531, 7.4825], [0.3636, 1.9568, 6.9595], [0.4213, 2.1754, 5.5943], [-0.9919, 3.1733, -1.1920], [-0.4021, 2.0285, -1.0892], [-0.7612, 3.3296, -5.5649], [-2.2441, 2.9759, -4.6470], [-0.8724, 1.7868, -4.6261], [-2.1686, 5.2942, -3.6186], [-3.0636, 6.5714, -1.5786], [-2.7407, 5.4685, 0.6833], [-1.3896, 4.4251, 2.0286], [0.7511, -1.0314, 4.5296], [0.2385, -1.4630, 6.9864], [0.3347, 0.5294, 8.5456], [0.5108, 2.8276, 7.6077], [0.4093, 3.1716, 5.1883], [3.7145, 0.6699, 2.8137], [3.8943, -0.2843, 1.6305], [2.9972, -1.5228, 1.7856], [3.8963, 0.3909, 0.2634], [5.1170, 0.9841, -0.0088], [5.3389, 1.5963, -1.2375], [4.3867, 1.6487, -2.2106], [3.1121, 1.1391, -1.9793], [2.0475, 1.1808, -3.0717], [1.8705, -0.1171, -3.8173], [2.3695, 2.2278, -4.1565], [2.8617, 0.5054, -0.7005], [1.5683, 0.0002, -0.3932], [1.1591, -1.1800, -0.7650], [-0.1997, -1.5936, -0.4255], [-1.0880, -0.7492, 0.1024], [-2.4962, -0.9236, -0.0011], [-3.2696, -0.9770, 1.1984], [-4.6518, -1.1078, 1.0874], [-5.2290, -1.4122, -0.1226], [-4.4909, -1.3600, -1.2792], [-3.0945, -1.0795, -1.2952], [-2.3455, -0.8971, -2.5896], [-2.3273, -2.2404, -3.3801], [-3.1499, 0.1559, -3.4095], [-2.6583, -0.9437, 2.5538], [-3.0598, -2.1763, 3.3503], [-3.1604, 0.3112, 3.3231], [-0.2834, -3.0347, -0.5466], [-1.2218, -4.0402, -0.2456], [-0.9013, -5.3984, -0.5529], [0.3229, -5.7753, -1.0469], [1.3219, -4.7994, -1.3021], [2.6754, -5.0321, -1.7430], [3.5637, -3.9980, -1.9140], [3.1718, -2.6344, -1.7060], [1.8904, -2.3739, -1.1826], [1.0133, -3.4526, -0.9645], [3.6665, 0.1387, 3.7621], [2.7913, 1.2876, 2.7258], [4.5693, 1.3420, 2.8885], [4.9262, -0.6537, 1.8185], [1.9310, -1.2546, 1.7703], [3.1907, -1.9070, 2.7791], [3.1906, -2.2993, 1.0402], [5.9575, 0.8055, 0.7020], [6.3022, 2.0506, -1.5180], [4.7114, 2.0763, -3.1452], [1.1414, 1.5545, -2.6028], [2.8283, -0.5827, -4.0162], [1.3325, -0.0222, -4.8092], [1.2948, -0.8417, -3.2547], [3.3309, 2.0320, -4.6756], [2.4656, 3.2306, -3.6917], [1.5780, 2.2581, -4.9232], [-5.2585, -0.9642, 1.9845], [-6.2595, -1.7567, -0.2339], [-5.0132, -1.5704, -2.2162], [-1.3461, -0.4997, -2.3224], [-3.3613, -2.3957, -3.7587], [-2.0738, -3.0711, -2.7260], [-1.6173, -2.1433, -4.2109], [-4.1916, -0.0634, -3.3943], [-2.8902, 0.1777, -4.4885], [-3.0646, 1.1626, -2.9141], [-1.5688, -0.9469, 2.4211], [-4.0908, -2.2014, 3.7600], [-2.4477, -2.2748, 4.2334], [-2.8399, -3.0563, 2.7796], [-4.2363, 0.4593, 3.2263], [-2.7174, 1.1975, 2.8991], [-2.8850, 0.2550, 4.3935], [-2.1624, -3.7628, 0.2424], [-1.6769, -6.1621, -0.3489], [0.4550, -6.8251, -1.2935], [3.0048, -6.0631, -1.8305], [4.5640, -4.2671, -2.1709], [3.9166, -1.8605, -1.9114]],
  "molar_mass_g_mol": 827.94,
  "homo_ev": [-3.37, -4.70],
  "e_lumo_ev": [2.101, 2.266],
  "orbital_gap_ev": [5.5, 7.0],
  "multiplicity": 5,
  "total_charge": -1
}